Formula: C19H38O16
Source: the OMol25 dataset
Level of theory: the ωB97M-V functional and the def2-TZVPD basis

Last column: Löwdin charge in e.
Positions of all 73 atoms, in Å:
H -1.8266 0.8130 6.2903  0.092
H -3.4623 1.3597 6.0133  0.087
H 1.8343 -1.3236 3.8631  0.068
C 3.4066 -3.6311 -0.8079  -0.011
O 2.8480 3.0781 1.6061  -0.127
H -0.8025 2.4423 2.9892  0.119
H -1.2852 3.1663 -2.5032  0.148
C -1.9022 -1.4761 -1.9541  -0.009
H 4.4400 -3.9806 -0.8671  0.090
H 3.0476 -2.6651 4.1003  0.073
H 0.3201 -4.2904 -1.3372  0.142
C -0.8332 1.6016 3.6786  -0.099
H -3.1481 -0.3374 -4.6949  0.134
O -4.7632 0.0390 -3.4831  0.060
C 0.1248 2.9187 -0.7953  -0.076
C -4.8407 0.3797 -2.1744  -0.561
H 3.1212 0.9007 -2.7848  0.085
H 2.9588 -0.8501 -3.1096  0.084
H 2.2213 3.5818 2.1241  0.065
O 2.9429 -1.7947 2.2046  -0.159
C -2.6725 -0.3145 -2.5283  -0.320
O -3.6211 0.2161 -1.6162  0.083
O 0.8594 -3.5762 -3.2080  0.059
O -2.1812 3.3113 -0.6339  0.091
H -3.8134 -1.7214 -3.7738  0.136
O 2.0746 -3.7435 -5.0729  0.169
H 3.2089 -3.6610 0.2645  0.083
O -0.5454 0.3948 3.0066  0.020
O 1.4647 -0.0235 -1.9505  -0.151
C 2.4580 -4.3999 -1.7244  -0.306
H 0.9477 -0.6748 -0.2311  0.009
C 2.3287 -2.1983 3.4303  -0.148
C -2.2398 1.3376 4.2623  -0.314
H -1.1060 -1.7705 -2.6445  0.081
C -2.4237 1.5595 5.7586  -0.020
H 3.5393 1.2289 1.1568  0.083
C -0.9999 5.0833 -1.6558  -0.028
H -0.1986 1.8142 4.5463  0.130
H 0.7879 3.6391 -0.3123  0.133
H -1.9764 0.5004 -2.7617  0.141
H 0.0991 -0.4001 1.0356  0.024
H 0.9219 0.0935 -2.7352  0.088
H 2.1964 -1.6317 1.6054  0.014
O -2.5390 -0.0120 3.9034  0.117
O -2.5457 1.8350 1.0554  0.179
H -2.1046 2.5637 6.0262  0.088
C 1.1035 -3.7026 -1.8117  -0.088
H -0.9372 5.6144 -0.7075  0.091
O -0.5324 2.0863 0.1479  0.047
H 1.8143 1.3683 1.1245  0.050
O -1.5485 -1.5515 2.5845  0.170
C -3.5515 -0.6614 -3.7383  -0.082
H -2.4962 -2.3850 -1.8386  0.098
H -2.9462 2.0068 3.7639  0.144
H -0.1498 5.4312 -2.2544  0.090
H 3.4078 -2.5898 -1.1347  0.066
C -1.8231 2.3821 0.2810  -0.563
H 2.6571 1.3187 2.7255  0.084
C 1.9657 -3.8601 -3.9018  -0.574
H 1.1417 -2.7064 -1.3718  0.102
H 2.4239 -5.4281 -1.3579  0.153
H 3.5024 -0.3000 -1.5413  0.082
O 2.9295 -4.3252 -3.0573  0.085
H 1.5726 -2.9667 3.2310  0.080
C -1.0575 3.5681 -1.5122  -0.289
C 2.8327 -0.0626 -2.3635  -0.106
C -1.5795 -0.4961 3.1267  -0.564
H 0.6925 2.2648 -1.4562  0.117
H -1.8647 5.4299 -2.2222  0.087
O 0.7168 -1.0365 0.6440  -0.057
C 2.7005 1.6657 1.6945  -0.138
O -5.8103 0.7680 -1.6328  0.189
H -1.4847 -1.2146 -0.9820  0.081

Its calculated total energy is -53079.4299 eV. The calculation puts the strongest force on any atom at 1.69 eV Å⁻¹. The LUMO energy comes out at -0.00369 Ha. For the energy above the lowest of the compared OMol25 structures with the same formula, charge and spin, the calculation gives 0.0000 eV. Its HOMO energy is -9.7 eV. Its SMILES is C[C@H]1COC(=O)O1.C[C@H]1COC(=O)O1.C[C@H]1COC(=O)O1.C[C@H]1COC(=O)O1.CO.CO.CO.O.

Formula: C19H39BrCaCs2FN6O11S
Source: the OMol25 dataset
Level of theory: the ωB97M-V functional and the def2-TZVPD basis

Last column: Löwdin charge in e.
Positions of all 81 atoms, in Å:
S -0.1544 0.0756 -5.1673  0.864
N -0.3190 -3.3388 6.1111  -0.456
H 1.5075 -2.3277 6.1023  0.102
H 0.1978 -1.5435 7.0475  0.108
H 2.5503 -1.8568 3.0270  0.126
H 4.2163 -1.5440 1.1475  -0.032
H -1.1210 1.0634 -5.1413  -0.065
C 4.0561 -0.7701 1.9015  -0.530
H 1.5563 2.9845 4.2922  0.107
H 0.4248 1.8432 5.0855  0.099
N 7.7546 -7.1406 -1.2896  0.159
C 7.6810 -5.8234 -1.6094  -0.692
C 1.4137 2.2992 5.1282  -0.011
Cs -3.7470 -0.1299 0.2942  1.405
H 0.1732 -1.4816 5.2585  0.085
C -2.6323 -0.6275 -3.5391  -0.211
N 0.8957 4.5003 -2.6261  -0.240
O 2.4456 1.3051 5.1279  0.030
O -7.1644 3.9792 -1.2567  -0.087
H -7.4640 4.9503 3.6353  0.091
H 9.7393 -5.5841 -1.3386  0.102
H -2.6601 -1.0504 -4.5781  0.106
H -6.2307 6.1528 3.9925  0.090
H 5.0036 -0.2530 2.0888  0.135
H 0.9753 -0.3920 -0.3905  -0.147
H 1.7082 -1.2189 -4.5467  0.069
O 1.1254 3.1836 -2.0722  -0.643
C 1.3687 -1.3701 -3.4820  -0.154
H -0.8212 2.4053 -2.1964  0.148
O 3.6199 -1.2684 -2.2140  -0.422
C 0.4517 0.5718 -0.8154  -0.166
H -4.5976 0.1621 -0.9585  -0.440
Br 1.2871 4.2648 -0.4260  0.648
O 1.6758 4.6988 -3.4933  0.083
F -6.0411 1.7188 -5.1162  -0.692
C 0.1739 2.2070 -2.6640  -0.093
C 3.5163 -1.3725 3.1825  -0.192
C -6.4101 5.0825 3.8853  -0.050
H 0.9225 1.4711 -0.2349  0.065
H -5.2317 3.7906 -0.5189  0.076
C 0.6262 0.7288 -2.4166  -0.362
C -6.2720 4.1344 -0.2988  -0.363
O 1.4889 0.3995 3.2911  0.099
H 3.3648 -0.0311 1.4908  -0.259
O 2.1022 0.7143 -2.5887  -0.031
H 1.4979 2.8593 6.0568  0.105
H -6.2438 4.6226 4.8602  0.084
H -3.7979 -1.9214 -2.0724  0.096
H -0.6117 0.5103 -0.5004  0.056
C -4.8204 0.1044 -2.1212  -0.480
O -1.0883 -3.5119 5.1866  0.060
H 4.2036 -2.1374 3.5431  0.146
H 0.1356 2.4589 -3.7574  0.119
C 0.4508 -2.0694 6.1298  0.044
O 6.6228 -5.2759 -1.9059  -0.083
C -5.5439 4.4974 2.8657  -0.247
C -1.2767 -1.1988 -2.8740  -0.157
H 8.8474 -4.1802 -1.8092  0.105
H -4.6544 -1.5260 -3.6283  0.122
Cs 2.7475 -0.6750 0.2089  1.904
N 8.8643 -5.1567 -1.5774  0.156
C 0.0387 -0.4273 -3.3762  -0.553
H -1.3868 -1.1824 -1.7557  0.079
N -4.8708 4.0375 2.0569  0.135
O 3.4253 -0.3827 4.2066  0.056
H 6.8982 -7.6647 -1.3036  0.109
Ca 3.9116 -3.4282 -3.4470  1.066
H -5.9401 -0.1951 -2.1856  0.141
H -1.2017 -2.2818 -3.1635  0.125
H -6.0885 5.1652 0.0616  0.066
N -4.7146 1.4451 -2.7562  0.003
C 2.3621 0.4351 4.1299  -0.594
H -5.4368 2.0804 -2.4207  0.058
H -2.5073 0.4741 -3.6472  0.080
C -3.9917 -1.0778 -2.8462  -0.177
O -0.1227 -4.1101 7.0199  0.089
H 1.2370 -2.4879 -3.4276  0.056
H -4.7916 1.2919 -3.7802  0.029
C 2.5336 -0.6885 -2.6806  -0.413
H 8.6068 -7.6086 -1.0450  0.102
H -6.4614 3.6034 0.6537  0.051

Its calculated total energy is -154889.1141 eV. The calculation puts the strongest force on any atom at 17.66 eV Å⁻¹. Its total charge is +1. The LUMO energy comes out at -0.22402 Ha. Its HOMO energy is -7.6 eV.

Formula: C19H39BrFNNbO3
Source: the OMol25 dataset
Level of theory: the ωB97M-V functional and the def2-TZVPD basis

Last column: natural (NBO) charge in e.
Positions of all 65 atoms, in Å:
H 0.6619 -0.0385 0.9984  0.223
H -3.1334 -2.1618 2.9189  0.182
H -3.5657 -3.6954 -2.0693  0.171
H 2.3804 3.0408 0.4653  -0.365
H -1.0310 2.3540 0.8543  0.191
Br 0.0951 0.1685 -3.3010  -0.064
C -0.7473 1.2181 2.6746  -0.482
C 4.2697 -1.3130 -1.0244  0.343
C 0.5034 0.8769 0.3812  -0.956
H 0.5099 2.7355 1.6536  0.229
C -0.1610 1.9148 1.3779  -0.381
H -0.2277 3.3349 -1.3176  0.224
H -6.1898 -1.1426 2.0911  0.162
H -5.6791 0.1350 0.9785  0.188
H -3.3955 -4.3506 1.9712  0.181
H -1.5423 -3.4194 -1.4062  0.156
C -3.9817 -2.7651 -1.6666  -0.090
H 4.6375 2.9225 -1.6712  0.229
H 5.3281 1.3154 -1.3284  0.220
C -0.1396 1.8975 3.8704  0.025
H -0.9878 -1.8932 -0.7067  0.203
H 5.5291 -2.1929 0.4962  0.194
H -1.4049 2.0583 -1.6679  0.224
H 3.2569 0.7318 1.1420  -0.399
N 4.8227 -2.0057 -1.9579  -0.688
O -4.6244 -3.9461 0.4377  -0.546
C -5.0354 -3.0844 -0.6186  -0.078
H -5.2035 0.2293 2.6864  0.171
Nb 2.5673 1.4221 -0.3959  2.011
O -4.1830 -1.1296 1.5176  -0.541
C 0.3344 2.5227 4.7900  -0.307
C 5.3517 2.8049 0.3387  0.056
C 0.4660 2.0666 -2.8979  -0.203
H 0.8045 3.2582 5.4193  0.229
C 1.8667 2.3722 -2.3272  -0.998
H 5.7133 -2.3560 -1.5833  0.302
C 2.9151 -0.6688 -1.3338  -0.991
H 1.9365 3.4799 -2.2380  0.246
C -5.3767 -0.4525 1.8465  -0.250
H 4.3451 -1.0786 1.1986  0.242
H -5.4857 -2.1755 -0.2193  0.177
F 5.0098 4.1735 0.3258  -0.395
C 4.6881 2.1148 -0.9068  -0.960
C 5.0010 -1.2313 0.3334  -0.696
H -0.2376 0.5986 -0.3897  0.223
O -2.9730 -1.9177 -1.1547  -0.547
H -2.6803 -3.2961 0.7816  0.187
H -1.8405 1.3784 2.7182  0.222
H -5.8417 -3.6239 -1.1246  0.178
H 2.8992 -0.4869 -2.4221  0.250
H -4.4712 -2.2270 -2.4890  0.174
C -3.6055 -3.4952 1.3214  -0.082
H 5.7781 -0.4503 0.2482  0.226
H 6.4539 2.7327 0.3451  0.135
H 0.4364 2.5428 -3.8979  0.190
H 2.1077 -1.3471 -0.9951  0.244
C -3.9735 -2.3352 2.2350  -0.090
H -1.3528 -1.9646 -2.4406  0.185
H 4.8920 2.3755 1.2432  0.181
C -1.6511 -2.3310 -1.4547  -0.254
H -0.5550 0.1357 2.6913  0.225
H -1.2131 3.5202 -2.7690  0.206
H -4.8494 -2.6022 2.8355  0.166
C -0.7120 2.7688 -2.1399  -0.645
H 2.6109 2.1120 -3.1157  0.234

Its calculated total energy is -102268.7966 eV. The calculation puts the strongest force on any atom at 2.82 eV Å⁻¹. Its total charge is -1. The LUMO energy comes out at 0.09246 Ha. Its HOMO energy is -4.9 eV.

Q: The highest LUMO energy belongs to which entry?
A: C19H39BrFNNbO3